105
Properties=species:S:1:pos:R:3 method="wB97M-V/def2-TZVPD" gap_ev="6.59 / 1.92" total_charge=+1 energy_ev=-60048.0849 multiplicity=2 homo_ev="-10.87 / -10.87" s_squared=0.7650
N -15.60 -18.65 4.71
C -16.25 -17.45 4.69
C -17.16 -17.09 5.61
C -17.42 -17.94 6.63
C -16.80 -19.19 6.70
C -15.85 -19.46 5.76
H -16.02 -16.82 3.84
H -17.68 -16.15 5.51
H -18.14 -17.64 7.38
H -17.03 -19.93 7.46
H -15.38 -20.43 5.82
N -22.00 -14.15 6.03
C -21.19 -14.67 5.02
C -20.93 -14.06 3.81
C -21.41 -12.76 3.68
C -21.99 -12.13 4.75
C -22.44 -12.87 5.83
H -20.82 -15.66 5.27
H -20.33 -14.53 3.03
H -21.07 -12.23 2.81
H -22.32 -11.11 4.67
H -23.09 -12.47 6.59
N -17.56 -12.35 -3.58
C -16.90 -13.54 -3.87
C -15.97 -14.12 -3.00
C -15.78 -13.52 -1.74
C -16.46 -12.38 -1.47
C -17.34 -11.80 -2.41
H -17.05 -13.89 -4.88
H -15.37 -14.98 -3.27
H -15.06 -13.89 -1.03
H -16.24 -11.97 -0.50
H -17.93 -10.93 -2.15
N -14.86 -8.83 -0.50
C -14.33 -8.35 0.67
C -13.37 -9.07 1.37
C -12.91 -10.28 0.90
C -13.50 -10.82 -0.29
C -14.45 -10.05 -0.95
H -14.60 -7.39 1.09
H -12.96 -8.65 2.28
H -12.19 -10.81 1.50
H -13.19 -11.75 -0.76
H -14.84 -10.35 -1.91
N -14.54 -13.79 1.95
C -15.56 -14.69 1.74
C -16.78 -14.67 2.44
C -16.89 -13.75 3.45
C -15.84 -12.84 3.74
C -14.65 -12.91 3.01
H -15.31 -15.40 0.96
H -17.54 -15.40 2.21
H -17.83 -13.66 3.97
H -15.91 -12.06 4.48
H -13.89 -12.18 3.25
C -20.08 -13.69 -0.68
C -19.78 -15.18 -0.51
O -19.76 -15.66 0.66
C -19.29 -15.94 -1.71
H -21.10 -13.34 -0.53
H -19.73 -13.36 -1.66
H -19.46 -13.09 -0.03
H -18.71 -15.25 -2.31
H -20.13 -16.33 -2.28
H -18.69 -16.81 -1.45
C -13.08 -15.25 5.02
C -12.26 -15.98 6.05
O -11.74 -15.50 7.04
C -12.13 -17.51 5.73
H -14.03 -15.77 4.87
H -12.45 -15.22 4.14
H -13.27 -14.22 5.33
H -11.82 -18.06 6.61
H -11.39 -17.75 4.97
H -13.06 -17.92 5.34
C -17.53 -14.45 9.33
C -17.59 -14.18 7.83
O -16.63 -14.48 7.11
C -18.86 -13.55 7.36
H -16.51 -14.57 9.67
H -18.01 -15.41 9.55
H -18.02 -13.70 9.95
H -19.70 -14.24 7.52
H -18.75 -13.35 6.30
H -19.07 -12.62 7.88
C -12.90 -12.28 9.91
C -13.51 -11.58 8.70
O -13.66 -10.38 8.68
C -13.78 -12.37 7.46
H -11.83 -12.46 9.81
H -13.39 -13.24 10.03
H -13.16 -11.68 10.77
H -14.61 -13.08 7.57
H -12.89 -12.89 7.12
H -14.03 -11.63 6.69
C -12.74 -17.53 2.23
C -11.30 -17.10 1.98
O -10.97 -15.93 1.95
C -10.22 -18.09 1.69
H -13.24 -17.83 1.30
H -13.32 -16.70 2.63
H -12.70 -18.42 2.86
H -10.22 -18.86 2.46
H -9.21 -17.71 1.57
H -10.45 -18.58 0.74

=====

102
Properties=species:S:1:pos:R:3 method="wB97M-V/def2-TZVPD" gap_ev=3.72 total_charge=-1 energy_ev=-54796.2580 homo_ev=-1.60
Pd 0.01 0.28 0.03
C 5.82 2.54 -0.59
C 5.47 1.18 -1.20
C 4.28 0.54 -0.56
C 4.26 -0.43 0.36
C 5.42 -1.13 1.00
C 5.90 -0.43 2.26
C 2.85 -0.68 0.71
N 2.05 0.16 -0.04
C 2.89 0.93 -0.83
C 2.51 1.87 -1.71
C 1.16 2.27 -2.00
C 0.78 3.25 -2.91
C 1.72 4.09 -3.73
C 2.25 5.31 -2.96
C -0.63 3.28 -2.91
C -1.04 2.33 -1.98
C -2.41 2.00 -1.68
C -2.83 1.12 -0.76
N -2.02 0.37 0.09
C -2.85 -0.38 0.89
C -2.48 -1.27 1.84
C -1.13 -1.66 2.15
N -0.02 -1.18 1.49
C 1.07 -1.84 2.01
C 2.44 -1.60 1.61
C 0.66 -2.76 2.97
C -0.75 -2.65 3.06
C -1.68 -3.38 3.98
C -1.96 -2.62 5.28
C 1.56 -3.61 3.81
C 2.20 -2.85 4.97
C -4.25 -0.09 0.53
C -4.23 0.81 -0.46
C -5.40 1.47 -1.13
C -5.74 2.83 -0.51
C -5.44 -0.75 1.16
C -5.67 -2.17 0.61
N 0.04 1.71 -1.42
C -1.53 4.17 -3.71
C -2.03 5.39 -2.92
H 6.68 3.00 -1.08
H 6.05 2.43 0.47
H 4.97 3.23 -0.66
H 6.33 0.52 -1.12
H 5.27 1.32 -2.27
H 6.24 -1.21 0.28
H 5.13 -2.16 1.25
H 6.26 0.57 2.04
H 6.72 -0.98 2.74
H 5.09 -0.33 2.98
H 3.29 2.38 -2.26
H 1.21 4.44 -4.63
H 2.56 3.49 -4.07
H 1.43 5.95 -2.65
H 2.94 5.90 -3.56
H 2.77 4.98 -2.05
H -3.17 2.52 -2.25
H -3.27 -1.76 2.39
H 3.20 -2.20 2.10
H -1.25 -4.36 4.22
H -2.63 -3.58 3.48
H -1.04 -2.51 5.87
H -2.69 -3.14 5.90
H -2.33 -1.62 5.06
H 2.36 -4.04 3.18
H 1.00 -4.47 4.20
H 2.79 -2.01 4.59
H 2.86 -3.49 5.57
H 1.44 -2.44 5.62
H -6.28 0.82 -1.07
H -5.18 1.61 -2.19
H -5.95 2.72 0.56
H -6.60 3.29 -0.99
H -4.89 3.51 -0.60
H -6.33 -0.15 0.98
H -5.30 -0.80 2.24
H -5.85 -2.13 -0.46
H -6.53 -2.64 1.09
H -4.79 -2.79 0.78
H -2.39 3.60 -4.07
H -1.00 4.52 -4.60
H -2.55 5.06 -2.02
H -2.72 6.00 -3.51
H -1.19 6.01 -2.61
N -0.16 -3.56 -0.55
C -1.43 -2.78 -0.81
C -1.49 -2.33 -2.26
N -0.29 -1.61 -2.66
C 0.88 -2.46 -2.51
C 1.08 -2.87 -1.06
H -0.24 -4.47 -0.99
H -0.07 -3.68 0.47
H -1.36 -1.91 -0.18
H -2.27 -3.40 -0.49
H -2.36 -1.66 -2.34
H -1.65 -3.17 -2.94
H -0.16 -0.81 -2.03
H 1.77 -1.90 -2.81
H 0.79 -3.33 -3.17
H 1.20 -1.99 -0.45
H 1.92 -3.55 -0.89